[1]
C5H8O | the ωB97M-V functional and the def2-TZVPD basis

Geometry as ORCA input:
```
! wB97M-V def2-TZVPD RIJCOSX def2/J DEFGRID3
* xyz 0 1
C 1.1161 0.5550 -0.0821
C -0.3595 0.6650 -0.4723
C -0.0500 -0.7451 -1.0012
C 0.4951 -1.0630 0.5148
O -0.2666 -0.4482 1.5328
C -1.1420 0.3995 0.8025
H 1.7699 0.8256 -0.9413
H 1.4654 0.8108 0.8866
H -0.7693 1.4833 -1.0880
H 0.6595 -0.5899 -1.8615
H -0.8018 -1.4295 -1.3223
H 1.3065 -1.5844 1.0425
H -1.3657 1.2914 1.3881
H -2.0577 -0.1705 0.6015
*
```

The value obtained for the total energy is -270.399350 Ha. As for the energy above the lowest of the compared OMol25 structures with the same formula, charge and spin: 416.3 kJ/mol. For the strongest force on any atom, the calculation gives 5.2 eV Å⁻¹.

***

[2]
C2H6N2O2S | the ωB97M-V functional and the def2-TZVPD basis

Geometry as ORCA input:
```
! wB97M-V def2-TZVPD RIJCOSX def2/J DEFGRID3
* xyz 0 1
C 0.4032 -0.4751 0.2760
C -1.2800 1.0924 0.9374
N 0.0730 -1.5834 -0.1231
N -2.3126 0.4886 0.1885
O 1.7923 1.1307 -0.9419
O 2.9447 -0.9352 -0.5016
S 2.1006 0.3729 0.2704
H -0.9914 1.9782 0.4307
H -1.1679 0.8448 1.9550
H 0.5740 -2.3368 -0.5924
H 2.7084 -0.8020 -1.4864
H -2.7308 -0.3732 0.4213
H -2.1135 0.5981 -0.8340
*
```

The value obtained for the total energy is -737.814822 Ha. As for the energy above the lowest of the compared OMol25 structures with the same formula, charge and spin: 494.2 kJ/mol. For the strongest force on any atom, the calculation gives 5.2 eV Å⁻¹.

***

[3]
C17H48O7 | the ωB97M-V functional and the def2-TZVPD basis

Geometry as ORCA input:
```
! wB97M-V def2-TZVPD RIJCOSX def2/J DEFGRID3
* xyz 0 1
C -4.4696 -0.4327 1.5528
C -4.9526 -1.3421 2.6505
C -6.2832 -2.0211 2.2009
O -4.0432 -2.3789 2.9292
H -3.6202 0.1593 1.8934
H -5.2634 0.2556 1.2627
H -4.2694 -1.0270 0.6613
H -5.1077 -0.7510 3.5531
H -6.7163 -2.6285 2.9956
H -6.0176 -2.6628 1.3608
H -7.0087 -1.2517 1.9367
H -3.9229 -2.8362 2.0937
C -1.2356 -1.3953 -6.1124
C -2.0748 -0.3191 -5.4440
C -1.6719 -0.2166 -3.9560
O -1.9241 0.8848 -6.1661
H -1.4493 -1.3119 -7.1780
H -1.4509 -2.4153 -5.7939
H -0.1526 -1.2782 -6.0739
H -3.1323 -0.5444 -5.5822
H -2.0822 -1.0575 -3.3969
H -2.0583 0.6535 -3.4254
H -0.5869 -0.2138 -3.8517
H -0.9906 1.1083 -6.1502
C 2.8962 -0.2026 -2.2992
C 3.8821 0.8739 -2.6511
C 4.5768 1.3993 -1.4202
O 4.8869 0.3135 -3.4287
H 2.4294 -0.6308 -3.1862
H 2.0581 0.1911 -1.7241
H 3.3679 -1.0668 -1.8316
H 3.3730 1.6814 -3.1772
H 4.9385 0.6193 -0.7502
H 3.8833 2.0490 -0.8864
H 5.4340 1.9838 -1.7546
H 5.1445 -0.5276 -3.0443
C 1.5664 -1.4814 4.1046
C 1.6032 0.0536 4.1899
C 2.9775 0.5887 3.7555
O 0.7103 0.5109 3.1714
H 2.4513 -1.9764 4.5045
H 1.5403 -1.8351 3.0739
H 0.6830 -1.8572 4.6207
H 1.2825 0.3139 5.1986
H 3.7402 0.1317 4.3860
H 2.9797 1.6726 3.8715
H 3.1827 0.3211 2.7190
H -0.1080 0.0675 3.4066
C -1.0950 4.5485 1.9478
C -0.3633 3.2672 1.6970
C 0.2760 3.1353 0.2803
O 0.6782 3.3084 2.6370
H -2.1351 4.4748 1.6303
H -0.6758 5.3904 1.3968
H -1.0728 4.8263 3.0016
H -0.9843 2.3863 1.8597
H 0.9478 3.9776 0.1146
H -0.4699 3.0317 -0.5077
H 0.9534 2.2816 0.2991
H 1.0028 2.4149 2.7706
C -0.5633 -0.6075 0.0101
O 0.7708 -0.6579 0.5202
H -1.0460 0.2932 0.3894
H -0.5582 -0.5825 -1.0796
H -1.1934 -1.4606 0.2614
H 0.8973 -0.1873 1.3473
C 2.7232 -3.6287 -0.4432
O 2.8759 -2.6921 0.5834
H 2.2134 -4.5332 -0.1115
H 2.0599 -3.1377 -1.1553
H 3.6658 -3.8824 -0.9282
H 2.0974 -2.1371 0.6702
*
```

The value obtained for the total energy is -1203.106903 Ha. As for the energy above the lowest of the compared OMol25 structures with the same formula, charge and spin: 96.4 kJ/mol. For the strongest force on any atom, the calculation gives 2.6 eV Å⁻¹.

***

[4]
C2H5IO | the ωB97M-V functional and the def2-TZVPD basis

Geometry as ORCA input:
```
! wB97M-V def2-TZVPD RIJCOSX def2/J DEFGRID3
* xyz 0 1
C 0.5303 -0.1671 -0.1153
C -0.5087 0.8114 0.5730
O -1.7590 0.4293 0.0251
I -0.0270 2.8588 -0.1273
H 0.3747 0.0075 -1.1744
H 1.6191 0.0289 -0.0206
H 0.3043 -1.2315 0.1849
H -0.6280 0.7286 1.6126
H -1.8133 0.0141 -0.7839
*
```

The value obtained for the total energy is -452.106373 Ha. As for the energy above the lowest of the compared OMol25 structures with the same formula, charge and spin: 41.7 kJ/mol. For the strongest force on any atom, the calculation gives 4.8 eV Å⁻¹.

***

[5]
C25H42GeN10O3SSn | the ωB97M-V functional and the def2-TZVPD basis

Geometry as ORCA input:
```
! wB97M-V def2-TZVPD RIJCOSX def2/J DEFGRID3
* xyz 2 1
Sn -0.5626 0.0745 -0.6184
N 0.0104 2.4097 2.7866
N 0.6804 1.7734 3.8376
C 1.3288 0.6099 3.6878
O 1.8749 -0.0300 4.5349
O 1.3094 0.2146 2.3206
H 0.4859 3.2771 2.5610
H -0.9356 2.6210 3.0818
H 0.6471 2.1324 4.7824
N 0.1508 -4.1988 -2.1536
C 0.5126 -4.5955 -0.8893
C 0.4681 -3.4735 -0.1192
N 0.0962 -2.4016 -0.8918
C -0.0931 -2.8707 -2.1005
C -0.5699 -2.0017 -3.1616
N -0.9951 -0.7726 -2.9220
C -1.3366 -0.2523 -4.1510
C -1.1253 -1.1785 -5.1205
N -0.6366 -2.2876 -4.4766
H 0.0365 -4.8133 -2.9424
H 0.7430 -5.6195 -0.6569
H 0.6549 -3.3786 0.9359
H -1.7123 0.7459 -4.2758
H -1.2747 -1.1484 -6.1839
H -0.3480 -3.1387 -4.9299
C -3.3354 1.6659 -1.7993
N -4.1166 2.8489 -2.0945
C -4.3214 3.5932 -0.8496
N -3.0433 3.9869 -0.2434
C -2.2716 2.7920 0.0199
N -2.0084 2.0040 -1.2173
C -1.2948 2.9122 -2.1575
N -2.0681 4.0969 -2.4592
C -3.3604 3.6930 -3.0223
C -2.3156 4.8171 -1.2083
H -3.1857 1.0881 -2.7108
H -3.8622 1.0462 -1.0765
H -4.8781 2.9712 -0.1466
H -4.9037 4.4900 -1.0597
H -2.8128 2.1555 0.7224
H -1.3050 3.0637 0.4516
H -1.0703 2.3675 -3.0756
H -0.3478 3.2002 -1.6942
H -3.1925 3.1450 -3.9520
H -3.9421 4.5863 -3.2493
H -2.9035 5.7100 -1.4203
H -1.3607 5.1227 -0.7759
C 5.0706 -6.6451 3.0060
C 4.5913 -5.2698 2.6561
C 4.1011 -4.4101 3.6448
C 3.6720 -3.1354 3.3381
C 3.7174 -2.7343 2.0017
C 4.1773 -3.5714 0.9864
C 4.6214 -4.8344 1.3298
S 3.2584 -1.1290 1.5322
C 4.2644 -0.0743 2.5537
O 1.7886 -1.1220 2.2936
H 5.1489 -6.7807 4.0818
H 6.0451 -6.8376 2.5585
H 4.3808 -7.3962 2.6180
H 4.0643 -4.7477 4.6717
H 3.2914 -2.4739 4.1063
H 4.1875 -3.2406 -0.0438
H 4.9966 -5.4951 0.5593
H 4.1708 -0.3601 3.5981
H 3.9711 0.9574 2.3757
H 5.2771 -0.2371 2.1805
C -3.1733 -3.3789 -1.0408
Ge -3.6747 -1.9532 0.1987
C -5.2092 -1.0132 -0.5591
C -4.2055 -2.7290 1.9065
C -2.1292 -0.7820 0.6051
H -4.0275 -4.0352 -1.2080
H -2.3579 -3.9800 -0.6412
H -2.8802 -2.9652 -2.0046
H -6.0695 -1.6822 -0.5318
H -5.0505 -0.7244 -1.5971
H -5.4684 -0.1278 0.0220
H -5.0891 -3.3564 1.7919
H -4.4394 -1.9435 2.6249
H -3.4038 -3.3426 2.3186
H -1.5117 -1.3807 1.2897
H -2.5120 0.0441 1.2155
*
```

The value obtained for the total energy is -4439.905096 Ha. As for the energy above the lowest of the compared OMol25 structures with the same formula, charge and spin: 501.5 kJ/mol. For the strongest force on any atom, the calculation gives 0.4 eV Å⁻¹.

***

[6]
C19H37BN3O3 | the ωB97M-V functional and the def2-TZVPD basis

Geometry as ORCA input:
```
! wB97M-V def2-TZVPD RIJCOSX def2/J DEFGRID3
* xyz 1 1
C 7.7376 -1.0484 -0.6409
C 6.5696 -1.1507 -0.4732
N 5.1942 -1.2027 -0.1805
O 5.1185 -1.8791 1.0536
C 4.5234 -1.9802 -1.2876
C 3.0172 -2.0579 -1.1595
C 2.5030 -2.9358 0.0109
C 1.9034 -2.1253 1.1730
C 0.4380 -1.7064 0.9770
C -0.5233 -2.8313 0.5133
C -1.1718 -2.4587 -0.8474
O -2.5536 -2.2265 -0.6727
C -2.9278 -0.8887 -0.9375
B 4.7758 0.2949 -0.0897
C 4.8069 1.1356 1.2303
O 4.3972 0.8529 -1.2576
H 8.7696 -0.8331 -0.5568
H 4.3174 -1.5758 1.5141
H 4.9130 -2.9943 -1.2200
H 4.8609 -1.6091 -2.2471
H 2.6625 -2.5092 -2.0827
H 2.5239 -1.0848 -1.1012
H 1.8232 -3.6773 -0.3913
H 3.3387 -3.5101 0.4119
H 2.0578 -2.6902 2.0885
H 2.4845 -1.1877 1.2333
H 0.0816 -1.3620 1.9485
H 0.4119 -0.8266 0.3360
H -1.3190 -2.9037 1.2452
H -0.0489 -3.8086 0.4723
H -0.6567 -1.6172 -1.3075
H -1.0656 -3.3130 -1.5227
H -3.0960 -0.3007 -0.0259
H -3.8970 -0.9209 -1.4374
H -2.2555 -0.3575 -1.6066
H 5.7965 1.5194 1.4743
H 4.1565 1.9972 1.1046
H 4.4107 0.5663 2.0735
H 3.5145 1.2379 -1.2054
C -3.8060 2.5053 -4.1441
C -4.2254 3.0384 -2.7782
C -3.0747 3.7096 -2.0198
C -1.9863 2.7524 -1.7786
N -1.1542 1.9826 -1.5897
H -3.0440 1.7287 -4.0547
H -4.6599 2.0652 -4.6583
H -3.4079 3.3041 -4.7732
H -4.6281 2.2192 -2.1791
H -5.0291 3.7644 -2.9067
H -3.4252 4.0851 -1.0582
H -2.6782 4.5524 -2.5876
C -3.8046 2.6091 4.0418
C -3.7649 1.0983 3.8402
C -3.5464 0.6972 2.3770
C -4.6419 1.2078 1.5345
N -5.4998 1.6118 0.8860
H -4.6373 3.0624 3.5025
H -3.9314 2.8491 5.0973
H -2.8789 3.0759 3.6979
H -4.6977 0.6631 4.2027
H -2.9589 0.6761 4.4437
H -3.5106 -0.3891 2.2867
H -2.6010 1.1000 2.0088
*
```

The value obtained for the total energy is -1160.617844 Ha. For the strongest force on any atom, the calculation gives 2.0 eV Å⁻¹.